{
  "formula": "C23H24N2O3",
  "method": "ωB97M-V with the def2-TZVPD basis set",
  "smiles": "CC(=O)[C@H]1CCCN(C(=O)c2ccc3oc(CCc4ccccc4)nc3c2)C1",
  "e_tot_ev": -33364.51349,
  "multiplicity": 1,
  "max_force_ha_per_bohr": 0.0242,
  "homo_lumo_gap_ha": 0.3539,
  "elements": ["C", "C", "O", "C", "C", "C", "H", "C", "N", "C", "O", "C", "C", "C", "C", "C", "C", "H", "H", "O", "C", "N", "C", "H", "H", "C", "C", "C", "C", "C", "C", "C", "H", "H", "H", "H", "H", "H", "H", "H", "C", "H", "H", "H", "H", "H", "H", "H", "H", "H", "H", "H"],
  "coordinates": [[-5.12004, -1.40024, -2.34651], [-4.59331, -1.84932, -1.01467], [-3.63305, -2.56955, -0.90475], [-5.36468, -1.33066, 0.20045], [-4.76486, -1.83386, 1.51904], [-3.40258, -1.19450, 1.78781], [-2.68786, -1.55257, 1.04734], [-3.49624, 0.32965, 1.70477], [-4.06186, 0.71927, 0.43458], [-3.38039, 1.27236, -0.59058], [-3.89222, 1.48292, -1.67774], [-1.95303, 1.64110, -0.31504], [-0.96654, 0.67958, -0.46884], [0.34464, 1.08341, -0.26900], [0.64032, 2.42059, 0.06811], [-0.34098, 3.38181, 0.21045], [-1.64432, 2.96611, 0.00893], [-2.45001, 3.67881, 0.09916], [-0.10019, 4.40218, 0.46077], [1.98891, 2.51702, 0.20018], [2.44612, 1.25961, -0.05660], [1.53470, 0.39358, -0.33189], [3.90686, 1.01502, 0.01122], [4.24802, 1.20896, 1.03295], [4.41525, 1.73408, -0.63750], [4.25812, -0.41858, -0.39867], [5.73766, -0.64604, -0.27447], [6.28661, -1.07914, 0.92576], [7.65285, -1.25458, 1.05507], [8.49019, -0.99563, -0.01658], [7.95352, -0.56203, -1.21672], [6.58666, -0.38748, -1.34272], [6.17161, -0.05208, -2.28270], [8.60170, -0.36034, -2.05714], [9.55678, -1.13329, 0.08267], [8.06553, -1.59541, 1.99355], [5.63568, -1.28614, 1.76354], [3.70852, -1.10934, 0.24104], [3.92988, -0.58170, -1.42540], [-1.20045, -0.33751, -0.73900], [-5.39613, 0.20512, 0.21873], [-6.03909, 0.54479, 1.03858], [-5.76886, 0.61570, -0.71996], [-4.15437, 0.70558, 2.49842], [-2.51253, 0.78474, 1.82414], [-3.04383, -1.48405, 2.77625], [-5.45179, -1.59326, 2.33451], [-4.65197, -2.91784, 1.47482], [-6.39260, -1.69800, 0.10376], [-4.73212, -0.39911, -2.54364], [-6.20544, -1.35678, -2.35783], [-4.75881, -2.06290, -3.12860]]
}